Molecular formula: C25H15Cl2LiN4O5
Method: DFT, wB97M-V/def2-TZVPD

As for the frontier orbital gap: 4.71 eV. As for the total charge: -2.

Each line ends with the natural charge from an NBO analysis.
Positions of all 52 atoms, in Å:
1 C -4.04361 -1.48533 1.50273  -0.149
2 C 3.79626 -1.38901 -1.76226  -0.284
3 C -1.89914 -0.76961 2.89375  0.592
4 C 2.25202 -1.27017 2.41588  -0.097
5 H 1.22652 -0.92024 2.41974  0.224
6 C 2.29521 0.78352 -1.10883  0.147
7 C 0.92696 3.51686 3.39659  -0.047
8 C -2.42711 0.13299 -0.14376  -0.084
9 N -2.42955 0.41237 1.25565  -0.286
10 C 1.40022 -3.18544 1.00790  0.778
11 H 1.68316 3.68582 1.40489  0.242
12 O -1.51637 -1.21281 3.96994  -0.695
13 C 0.38628 1.97978 1.60861  0.179
14 H 4.34800 -2.29386 -1.98026  0.210
15 Li 0.14900 -0.65441 0.31662  0.865
16 C 1.04937 3.12368 2.07518  -0.299
17 C 1.42386 1.88084 -0.52146  0.642
18 H 5.85006 -2.57161 2.50551  0.180
19 H -3.49799 -0.68067 -1.73534  0.192
20 C 4.82979 -2.19483 2.48973  -0.327
21 O 4.21000 -4.06692 1.14136  -0.658
22 C 4.43541 -0.20214 -1.44029  -0.173
23 H 5.11342 -4.27112 1.39781  0.456
24 N -1.16595 0.17094 2.00991  -0.404
25 C 4.51554 -1.00691 3.13193  -0.199
26 C -3.42309 -0.60660 -0.65597  -0.256
27 O 1.36395 -4.41498 1.02743  -0.700
28 H 4.12787 1.86072 -0.86463  0.222
29 H -4.51022 -2.24510 2.12189  0.197
30 N 1.67241 -0.35030 -1.43616  -0.448
31 H 5.29030 -0.45309 3.64968  0.192
32 C 3.85168 -2.92151 1.81448  0.315
33 H -1.69510 0.66091 -0.74306  0.208
34 C 3.21106 -0.53712 3.09918  -0.275
35 Cl -0.02244 3.29084 5.96051  -0.045
36 C 2.53516 -2.46630 1.75949  -0.206
37 H -1.23355 1.16670 4.49221  0.253
38 C 3.67824 0.91248 -1.12530  -0.250
39 H 1.86157 -2.31686 -1.98147  0.211
40 C -0.59979 1.72743 3.81926  -0.244
41 C 2.40936 -1.40871 -1.76165  0.066
42 C -0.49070 1.32170 2.50549  0.183
43 O 0.62663 -2.37719 0.41586  -0.854
44 C 0.12142 2.82271 4.28268  -0.109
45 H 5.51828 -0.15286 -1.41451  0.198
46 H -5.14907 -1.93813 -0.27354  0.183
47 H 2.93337 0.38373 3.59616  0.217
48 C -3.01191 -0.70342 2.03657  -0.192
49 C -4.36177 -1.35241 0.18137  -0.403
50 Cl 1.83664 4.91935 3.92384  -0.049
51 N 0.60063 1.37570 0.40273  -0.742
52 O 1.55730 3.03999 -0.92605  -0.677

=====

Molecular formula: C25H15F9N4O6Ti
Method: DFT, wB97M-V/def2-TZVPD

As for the frontier orbital gap (spin up / spin down): 4.35 / 4.35 eV. As for the total charge: -2. The energy above the lowest of the compared OMol25 structures with the same formula, charge and spin is 19.4 kcal/mol.

Each line ends with the natural charge from an NBO analysis.
Positions of all 60 atoms, in Å:
1 C 1.58095 -1.10794 -4.01088  -0.224
2 C 1.41846 -2.20074 4.23106  -0.279
3 F -2.30719 -0.46611 -2.18601  -0.293
4 C 2.14539 -3.78422 -4.45588  -0.232
5 C 1.22811 -1.51091 -1.58436  0.445
6 O 1.80570 3.75656 1.48121  -0.664
7 H 1.06194 0.63732 6.05387  0.190
8 C -2.44389 -0.23558 1.71691  0.768
9 H -2.99667 4.28383 2.97877  0.199
10 Ti 0.12247 0.18162 0.38697  1.547
11 O -1.51776 -0.84455 1.05689  -0.692
12 C 1.34740 -1.41726 5.34278  -0.198
13 N 1.15783 -1.58952 0.58795  -0.345
14 H 2.55877 -3.99820 2.43302  0.188
15 C 0.93217 0.44789 3.91960  0.090
16 C -2.04367 1.17799 2.11205  0.140
17 H -0.59411 4.71244 2.35768  0.230
18 O 0.68747 -0.33356 -1.44602  -0.708
19 C -1.02627 3.72170 2.33392  -0.222
20 H -3.92456 1.95519 2.74014  0.231
21 C 1.83260 -3.34487 -3.17954  -0.218
22 C 1.89664 -1.54992 -5.28777  -0.213
23 H 2.12631 -4.04034 0.71899  0.235
24 F -3.98243 1.68615 -1.22483  -0.321
25 H 2.35839 -4.83382 -4.62646  0.191
26 F -3.04067 0.91802 -3.67904  -0.347
27 H 1.80241 -4.03100 -2.34187  0.229
28 C 1.14461 2.74246 1.30942  0.766
29 O -3.54706 -0.65656 2.03021  -0.662
30 C 1.11786 -0.02932 5.20436  -0.429
31 C -1.99230 0.63000 -2.85746  0.959
32 N 0.99460 -0.27284 2.80650  -0.508
33 C 1.76940 -3.77137 1.70762  -0.645
34 H 1.34863 -0.06859 -3.82013  0.240
35 C -3.02536 2.55901 -1.56704  0.967
36 H 1.45295 -1.86171 6.32756  0.181
37 H 1.56386 -3.27029 4.31900  0.192
38 C -2.88506 2.18206 2.54996  -0.217
39 H 0.91384 -4.42229 1.94179  0.187
40 F -0.96632 0.34813 -3.66959  -0.318
41 O 1.47291 1.68464 0.65285  -0.687
42 C -2.35612 3.46642 2.66881  -0.172
43 C -0.25785 2.65821 1.90465  0.126
44 F 0.54288 2.33417 -2.59765  -0.295
45 F -0.66279 3.97762 -1.90858  -0.327
46 N -0.77348 1.43740 1.83304  -0.407
47 H 0.73413 1.50953 3.79021  0.170
48 C -1.67365 1.80915 -1.85421  0.055
49 F -1.05760 3.07864 -3.83730  -0.343
50 C 2.18048 -2.88921 -5.52008  -0.259
51 H 1.91746 -0.84214 -6.10898  0.194
52 N 1.49130 -2.24761 -0.55676  -0.364
53 C -0.69408 2.80276 -2.56098  0.962
54 H 2.42215 -3.23406 -6.51928  0.189
55 F -2.88890 3.40720 -0.54394  -0.319
56 C 1.40387 -2.31567 1.74469  0.014
57 F -3.49675 3.28313 -2.60381  -0.338
58 C 1.27617 -1.61734 2.92461  0.120
59 O -1.20336 1.39777 -0.67961  -0.778
60 C 1.54779 -1.99949 -2.93902  0.018

=====

Molecular formula: C25H16AsHfNO5
Method: DFT, wB97M-V/def2-TZVPD

As for the frontier orbital gap: 6.16 eV. As for the total charge: +2.

Each line ends with the natural charge from an NBO analysis.
Positions of all 49 atoms, in Å:
1 H 2.38048 -1.31686 -5.45993  0.244
2 C -0.51235 -1.82450 -0.48064  -0.502
3 H 3.65377 3.03526 2.55632  0.244
4 C 2.37172 1.43457 -0.10663  -0.267
5 C 2.63047 -0.82084 -4.53217  -0.184
6 H -7.63307 0.71330 2.43888  0.515
7 H 0.59050 -0.69023 -3.87414  0.225
8 C -1.95040 0.76153 2.81833  0.764
9 H -4.52543 0.97843 4.04616  0.289
10 C -3.36342 0.60899 2.28750  0.131
11 C 3.31506 0.49086 -2.15267  0.038
12 O -1.08253 0.79864 1.74279  -0.866
13 H 5.71574 2.64293 1.25853  0.245
14 C 0.56491 -1.01517 -0.05275  -0.239
15 C 4.30245 0.13698 -3.06187  -0.185
16 H 5.65296 1.48770 -0.90447  0.236
17 H -6.66099 0.31671 0.31827  0.276
18 H 5.34106 0.36970 -2.86541  0.234
19 C -4.51978 0.75790 2.98678  -0.227
20 H -1.66941 -3.61300 -0.13292  0.256
21 C -4.53058 0.23556 0.27457  0.137
22 C 3.60555 2.51871 1.60719  -0.188
23 H -0.38429 -4.22517 1.90005  0.259
24 C 1.62485 -0.47530 -3.63890  -0.181
25 C -5.74023 0.38637 0.88495  -0.262
26 Hf -1.55993 0.35972 -0.10855  2.385
27 C 0.94602 -2.54500 1.74904  -0.111
28 C 4.73389 1.64067 -0.35317  -0.166
29 C 1.28612 -1.37621 1.07375  -0.206
30 H 1.47258 2.25740 1.67688  0.233
31 C -5.73214 0.63928 2.27145  0.434
32 C 1.99642 0.16173 -2.46947  -0.363
33 N -3.37738 0.33232 0.96403  -0.663
34 H 2.09156 -0.74921 1.43357  0.259
35 C -4.30049 -0.00867 -1.20477  0.761
36 C 3.95565 -0.51601 -4.23809  -0.151
37 C 3.52134 1.19663 -0.86245  -0.097
38 As 0.90758 0.71015 -1.03495  0.880
39 H -0.94966 -1.67157 -1.47197  0.277
40 O -6.83427 0.79648 2.97701  -0.578
41 H 1.51581 -2.83380 2.62355  0.256
42 C -0.13179 -3.33100 1.34541  -0.173
43 O -2.94499 0.10337 -1.46721  -0.860
44 C -0.86365 -2.98390 0.22257  -0.112
45 O -5.14030 -0.28030 -1.98442  -0.431
46 C 2.38099 2.08692 1.11396  -0.221
47 C 4.76646 2.29532 0.87237  -0.149
48 H 4.73162 -0.78358 -4.94292  0.245
49 O -1.64850 0.80616 3.95658  -0.439

=====

no.,total energy (hartree)
1,-2484.9203
2,-3380.7282
3,-3676.5944